(1)
{"formula": "C13H21AlAsCl2N3O6", "method": "ωB97M-V with the def2-TZVPD basis set", "elements": ["Al", "C", "O", "C", "O", "N", "N", "H", "H", "H", "H", "H", "H", "C", "As", "C", "C", "H", "H", "H", "H", "H", "H", "H", "H", "H", "Cl", "C", "Cl", "H", "H", "O", "C", "O", "C", "C", "C", "C", "C", "C", "N", "O", "O", "H", "H", "H", "H"], "xyz": [[-0.275, 0.530, 0.413], [-1.963, 4.640, 1.034], [-0.509, 4.401, 0.942], [-0.142, 3.230, 0.651], [-0.950, 2.250, 0.599], [1.201, 3.047, 0.453], [1.685, 1.745, 0.223], [-2.151, 5.500, 1.669], [-2.466, 3.690, 1.358], [-2.250, 4.885, 0.056], [1.809, 3.820, 0.673], [2.473, 1.633, 0.831], [1.859, 1.712, -0.782], [-1.921, 0.827, 3.672], [-0.251, 0.230, 2.914], [0.134, -1.459, 3.592], [0.898, 1.567, 3.693], [-1.759, 0.868, 4.733], [-2.684, 0.130, 3.523], [-2.210, 1.823, 3.286], [0.397, -1.542, 4.653], [0.920, -1.916, 2.961], [-0.681, -2.118, 3.317], [0.763, 1.508, 4.746], [0.577, 2.488, 3.207], [1.952, 1.384, 3.394], [-2.736, -0.376, 0.099], [-2.871, -2.169, -0.155], [-2.101, -3.027, 1.134], [-2.461, -2.493, -1.105], [-3.907, -2.329, -0.004], [0.511, -0.966, -0.153], [0.342, -0.607, -1.400], [-0.194, 0.570, -1.504], [0.850, -1.393, -2.499], [1.647, -2.479, -2.202], [2.060, -3.324, -3.253], [1.601, -2.961, -4.496], [1.096, -1.739, -4.838], [0.702, -0.905, -3.781], [1.733, -3.899, -5.626], [2.300, -4.961, -5.339], [1.496, -3.429, -6.728], [1.763, -2.754, -1.183], [2.674, -4.144, -3.066], [0.785, -1.562, -5.818], [0.256, 0.072, -3.891]], "mulliken_charge": [0.343, -0.630, -0.397, 0.857, -0.386, -0.191, -0.290, 0.277, 0.269, 0.349, 0.264, 0.315, 0.326, -1.110, 0.489, -0.966, -1.132, 0.509, 0.389, 0.246, 0.439, 0.354, 0.281, 0.537, 0.308, 0.295, 0.000, -0.368, -0.077, 0.299, 0.416, -0.213, 0.875, -0.613, 0.025, -0.573, -0.627, 0.132, -0.649, -0.544, 0.969, -0.549, -0.541, 0.628, 0.558, 0.535, 0.572], "total_charge": 2, "molar_mass_g_mol": 488.14, "energy_ev": -123043.020, "orbital_gap_ha": 0.32628}

(2)
{"formula": "C13H21AsBrF6N3PdSSbSe", "method": "ωB97M-V with the def2-TZVPD basis set", "elements": ["Pd", "C", "N", "C", "C", "N", "C", "C", "Se", "H", "H", "H", "H", "H", "H", "H", "H", "Br", "C", "C", "C", "N", "C", "C", "H", "H", "H", "H", "C", "As", "C", "C", "S", "H", "H", "H", "H", "H", "H", "H", "H", "H", "F", "Sb", "F", "F", "F", "F", "F"], "xyz": [[0.497, 0.439, 0.492], [-0.858, -3.857, 3.231], [-1.610, -2.608, 3.184], [-2.926, -2.461, 3.495], [-3.235, -1.141, 3.354], [-2.100, -0.495, 2.966], [-2.005, 0.932, 2.693], [-1.104, -1.403, 2.848], [0.679, -1.114, 2.348], [-1.550, -4.675, 3.407], [-0.130, -3.829, 4.040], [-0.339, -4.017, 2.289], [-3.550, -3.290, 3.780], [-4.167, -0.632, 3.526], [-2.816, 1.447, 3.202], [-2.105, 1.119, 1.624], [-1.064, 1.330, 3.070], [7.142, -0.289, -1.177], [5.352, -0.158, -0.619], [4.984, 0.772, 0.345], [3.655, 0.839, 0.717], [2.736, 0.034, 0.187], [3.079, -0.851, -0.751], [4.383, -0.985, -1.179], [5.706, 1.432, 0.801], [3.320, 1.556, 1.457], [2.291, -1.475, -1.153], [4.634, -1.720, -1.930], [-3.423, -0.018, -2.916], [-1.497, 0.025, -2.780], [-0.850, 1.789, -3.217], [-0.845, -1.243, -4.082], [-1.072, -0.828, -0.832], [-3.713, 0.217, -3.939], [-3.868, 0.706, -2.237], [-3.760, -1.022, -2.665], [-1.168, 1.977, -4.243], [0.235, 1.820, -3.152], [-1.289, 2.532, -2.558], [-1.211, -0.939, -5.063], [-1.237, -2.230, -3.843], [0.242, -1.273, -4.096], [1.440, 2.011, -1.088], [0.688, 3.572, -0.112], [0.963, 2.441, 1.520], [-0.892, 2.372, -0.237], [-0.376, 4.691, 0.920], [0.310, 4.316, -1.778], [2.425, 4.188, 0.150]], "mulliken_charge": [1.262, -0.884, 0.138, -0.313, -0.335, 0.297, -0.970, -0.122, -0.041, 0.303, 0.380, 0.365, 0.465, 0.475, 0.342, 0.308, 0.338, -0.055, 0.180, -0.630, -0.348, 0.220, -0.434, -0.601, 0.475, 0.553, 0.506, 0.465, -1.095, 0.635, -0.945, -1.052, -0.444, 0.417, 0.361, 0.405, 0.517, 0.302, 0.278, 0.423, 0.377, 0.357, -0.572, 2.234, -0.581, -0.518, -0.483, -0.473, -0.480], "de_lowest_kj_mol": 113.8, "total_charge": 2, "molar_mass_g_mol": 827.35, "energy_ev": -251665.189, "multiplicity": 2, "orbital_gap_ha": [0.19859, 0.22864]}

(3)
{"formula": "C13H21BCl30IN4O", "method": "ωB97M-V with the def2-TZVPD basis set", "elements": ["C", "N", "C", "B", "O", "N", "C", "N", "N", "I", "H", "H", "H", "H", "H", "H", "H", "H", "H", "H", "H", "C", "Cl", "Cl", "Cl", "H", "C", "Cl", "Cl", "Cl", "H", "C", "Cl", "Cl", "Cl", "H", "C", "Cl", "Cl", "Cl", "H", "C", "Cl", "Cl", "Cl", "H", "C", "Cl", "Cl", "Cl", "H", "C", "Cl", "Cl", "Cl", "H", "C", "Cl", "Cl", "Cl", "H", "C", "Cl", "Cl", "Cl", "H", "C", "Cl", "Cl", "Cl", "H"], "xyz": [[0.709, 0.037, 3.653], [0.242, -0.026, 2.218], [-0.088, 1.326, 1.634], [-0.829, -1.066, 1.978], [-0.346, -2.474, 1.758], [-2.324, -0.853, 1.880], [-3.099, -0.025, 2.652], [-4.595, 0.014, 2.393], [-2.479, 0.790, 3.764], [-2.889, -0.076, 5.599], [-0.064, -0.380, 4.438], [1.666, -0.671, 3.751], [1.039, 1.116, 3.972], [0.945, 1.848, 1.365], [-0.686, 1.234, 0.617], [-0.614, 2.070, 2.401], [0.147, -2.801, 2.570], [-2.838, -1.419, 1.140], [-4.817, 0.594, 1.530], [-4.839, -0.968, 2.101], [-2.904, 1.762, 3.690], [3.755, -0.112, -0.093], [2.390, -1.176, 0.286], [4.102, -0.141, -1.831], [3.422, 1.543, 0.446], [4.636, -0.477, 0.440], [4.055, -1.393, 5.907], [2.690, -2.457, 6.286], [4.402, -1.422, 4.169], [3.722, 0.262, 6.446], [4.936, -1.758, 6.440], [4.273, -3.658, -3.262], [3.158, -3.928, -1.912], [5.866, -4.344, -2.900], [3.621, -4.354, -4.756], [4.386, -2.581, -3.405], [0.302, -4.779, -6.816], [1.870, -5.404, -7.353], [-0.633, -6.052, -6.013], [0.521, -3.393, -5.734], [-0.256, -4.445, -7.695], [-3.171, -1.388, -5.522], [-3.179, -2.657, -6.759], [-2.511, 0.118, -6.181], [-4.805, -1.127, -4.889], [-2.530, -1.714, -4.699], [-5.098, 3.006, -0.864], [-3.530, 2.381, -1.402], [-6.033, 1.732, -0.062], [-4.879, 4.392, 0.218], [-5.656, 3.340, -1.743], [3.077, 1.797, -5.009], [3.297, 3.532, -5.293], [1.462, 1.282, -5.527], [4.327, 0.866, -5.852], [3.171, 1.609, -3.937], [-0.893, 4.799, 0.333], [0.676, 4.175, -0.205], [-1.827, 3.526, 1.135], [-0.673, 6.185, 1.415], [-1.450, 5.133, -0.546], [0.324, 3.550, 6.357], [-0.063, 1.874, 6.784], [2.079, 3.782, 6.275], [-0.434, 3.991, 4.817], [-0.074, 4.205, 7.137], [-0.823, -1.690, -1.835], [-0.603, 0.045, -2.118], [-2.438, -2.205, -2.352], [0.427, -2.621, -2.677], [-0.729, -1.878, -0.762]], "mulliken_charge": [-0.204, 0.500, -0.316, 0.014, -0.621, 0.147, 0.431, -0.489, -0.408, 0.223, 0.002, -0.010, 0.132, -0.155, 0.296, -0.118, 0.329, 0.243, 0.209, 0.359, 0.352, -0.186, 0.022, -0.086, -0.125, 0.380, -0.103, -0.121, -0.079, -0.068, 0.391, 0.248, -0.113, -0.131, -0.054, 0.020, -0.023, -0.124, -0.130, 0.012, 0.309, 0.857, -0.125, -0.129, -0.136, -0.501, -0.120, -0.008, -0.183, -0.086, 0.393, 0.343, -0.128, -0.071, -0.123, -0.025, -0.098, -0.074, 0.036, -0.114, 0.351, -0.162, -0.096, -0.102, -0.067, 0.422, 0.776, -0.012, -0.173, 0.038, -0.642], "total_charge": 1, "molar_mass_g_mol": 1450.64, "energy_ev": -406271.337, "orbital_gap_ha": 0.23869}

(4)
{"formula": "C13H21BN6PdS", "method": "ωB97M-V with the def2-TZVPD basis set", "elements": ["Pd", "C", "C", "N", "N", "C", "S", "N", "N", "H", "H", "H", "H", "H", "H", "C", "N", "C", "C", "C", "C", "C", "C", "C", "C", "H", "H", "H", "H", "H", "H", "H", "H", "H", "H", "H", "H", "B", "C", "N", "H", "H", "H"], "xyz": [[-0.104, 0.588, 0.856], [-3.772, 0.178, -3.866], [-3.675, 0.991, -2.632], [-4.586, 1.793, -2.180], [-4.049, 2.290, -1.034], [-2.818, 1.835, -0.764], [-1.894, 2.282, 0.580], [-2.578, 0.988, -1.799], [-1.360, 0.336, -2.032], [-4.747, 0.351, -4.313], [-3.671, -0.884, -3.639], [-3.005, 0.458, -4.591], [-4.573, 2.922, -0.454], [-1.268, -0.402, -1.332], [-1.421, -0.095, -2.947], [3.751, 2.064, 1.244], [2.816, 1.883, 0.145], [1.512, 2.348, 0.432], [2.831, 0.539, -0.431], [2.595, -0.551, 0.598], [3.649, -1.393, 0.949], [3.499, -2.349, 1.940], [2.283, -2.465, 2.598], [1.224, -1.635, 2.256], [1.379, -0.674, 1.262], [3.807, 3.122, 1.498], [4.741, 1.732, 0.934], [3.465, 1.498, 2.142], [1.510, 3.360, 0.837], [1.028, 1.811, 1.370], [0.874, 2.340, -0.449], [3.799, 0.383, -0.910], [2.068, 0.513, -1.212], [4.597, -1.294, 0.429], [4.324, -3.001, 2.196], [2.148, -3.209, 3.372], [0.275, -1.754, 2.763], [-2.724, -3.272, 1.129], [-1.912, -1.957, 0.849], [-1.308, -0.995, 0.624], [-3.179, -3.150, 2.245], [-1.937, -4.189, 1.049], [-3.597, -3.335, 0.290]], "mulliken_charge": [-0.323, -1.418, 1.009, -0.776, 0.214, 0.439, -0.398, 0.476, -0.782, 0.342, 0.353, 0.349, 0.176, 0.215, 0.309, -0.935, 0.137, -0.953, -1.224, 1.308, -0.690, -0.628, -0.550, -0.107, 0.077, 0.326, 0.309, 0.342, 0.398, 0.460, 0.279, 0.472, 0.318, 0.346, 0.394, 0.388, 0.470, 0.124, -0.174, -0.736, -0.102, -0.107, -0.129], "de_lowest_kj_mol": 26.4, "molar_mass_g_mol": 410.65, "energy_ev": -37751.779, "orbital_gap_ha": 0.33186}

(5)
{"formula": "C13H21Cl22INO", "method": "ωB97M-V with the def2-TZVPD basis set", "elements": ["O", "N", "C", "C", "C", "Cl", "C", "C", "C", "I", "H", "H", "H", "H", "H", "H", "H", "H", "H", "H", "H", "H", "H", "H", "C", "Cl", "Cl", "Cl", "H", "C", "Cl", "Cl", "Cl", "H", "C", "Cl", "Cl", "Cl", "H", "C", "Cl", "Cl", "Cl", "H", "C", "Cl", "Cl", "Cl", "H", "C", "Cl", "Cl", "Cl", "H", "C", "Cl", "Cl", "Cl", "H"], "xyz": [[-3.399, -0.916, 0.019], [-3.414, 0.374, 0.395], [-2.390, 0.644, 1.517], [-0.829, 0.575, 0.972], [-0.220, -0.943, 0.858], [1.109, -0.880, -0.461], [-4.765, 0.850, 0.907], [-6.057, 0.181, 0.150], [-6.891, -0.756, 1.207], [-6.873, -2.834, 0.394], [-3.349, -0.898, -0.982], [-3.181, 0.960, -0.446], [-2.671, 1.716, 1.962], [-2.593, -0.118, 2.413], [-0.663, 1.220, -0.018], [-0.180, 1.133, 1.805], [0.280, -1.264, 1.877], [-0.987, -1.766, 0.539], [-4.827, 2.035, 0.823], [-4.767, 0.613, 2.077], [-6.766, 1.085, -0.176], [-5.811, -0.401, -0.835], [-8.037, -0.471, 1.256], [-6.424, -0.819, 2.281], [1.427, -4.174, 3.126], [1.394, -2.551, 3.837], [2.175, -5.328, 4.243], [-0.210, -4.697, 2.694], [2.029, -4.138, 2.214], [4.340, -0.016, 2.096], [4.578, -1.741, 2.422], [2.961, 0.607, 3.017], [5.809, 0.898, 2.480], [4.127, 0.107, 1.031], [4.040, -1.843, 6.314], [4.278, -3.568, 6.639], [2.661, -1.220, 7.235], [5.509, -0.928, 6.698], [3.827, -1.719, 5.249], [6.144, 2.443, -1.371], [7.888, 2.141, -1.454], [5.534, 3.001, -2.939], [5.284, 0.984, -0.853], [5.966, 3.229, -0.633], [2.253, 1.430, -4.418], [3.817, 1.166, -5.209], [0.925, 0.979, -5.501], [2.160, 0.515, -2.904], [2.161, 2.493, -4.185], [-2.193, 4.045, -1.160], [-1.040, 3.613, 0.114], [-2.426, 2.688, -2.275], [-3.741, 4.544, -0.456], [-1.784, 4.887, -1.724], [0.772, -1.360, -8.483], [0.301, -2.946, -7.849], [2.346, -1.455, -9.292], [-0.462, -0.742, -9.594], [0.858, -0.665, -7.644]], "mulliken_charge": [-0.382, 0.372, -0.603, -0.692, 0.210, -0.184, -0.369, -0.456, -0.929, 0.051, 0.383, 0.108, 0.420, 0.386, 0.164, 0.308, -0.196, 0.326, 0.151, 0.356, 0.288, 0.385, 0.383, 0.391, 0.066, -0.090, -0.101, -0.134, 0.261, 0.793, -0.117, -0.135, -0.095, -0.432, 0.725, -0.114, -0.136, -0.126, -0.367, 0.022, -0.113, -0.106, -0.095, 0.291, -0.037, -0.121, -0.154, 0.001, 0.297, 0.023, -0.062, -0.122, -0.104, 0.385, 0.662, -0.123, -0.117, -0.121, -0.279], "total_charge": 1, "molar_mass_g_mol": 1114.19, "energy_ev": -300941.804, "orbital_gap_ha": 0.33038}

(6)
{"formula": "C13H21Cl9O15S3", "method": "ωB97M-V with the def2-TZVPD basis set", "elements": ["C", "C", "C", "O", "C", "O", "O", "H", "H", "H", "H", "H", "H", "O", "S", "O", "O", "C", "C", "O", "H", "H", "H", "H", "O", "S", "O", "O", "C", "C", "O", "H", "H", "H", "H", "O", "S", "O", "O", "C", "C", "O", "H", "H", "H", "H", "Cl", "C", "Cl", "Cl", "H", "Cl", "C", "Cl", "Cl", "H", "Cl", "C", "Cl", "Cl", "H"], "xyz": [[-2.259, 3.764, 2.928], [-2.712, 3.652, 1.489], [-4.087, 4.271, 1.220], [-3.853, 5.158, 0.119], [-2.552, 5.152, -0.223], [-2.086, 5.703, -1.164], [-1.838, 4.374, 0.628], [-2.952, 3.311, 3.636], [-2.186, 4.813, 3.244], [-1.246, 3.390, 3.081], [-2.667, 2.585, 1.257], [-4.493, 4.841, 2.053], [-4.797, 3.512, 0.896], [-1.357, -2.039, 0.619], [-0.430, -0.968, 0.666], [0.516, -0.965, 1.728], [0.222, -0.812, -0.765], [0.387, 0.540, -1.234], [-0.350, 1.365, -0.150], [-1.136, 0.483, 0.637], [1.436, 0.809, -1.128], [0.062, 0.550, -2.267], [-0.891, 2.227, -0.524], [0.476, 1.753, 0.452], [-1.465, -0.258, -4.610], [-0.286, -0.215, -5.402], [-0.122, 0.821, -6.350], [1.022, -0.294, -4.467], [1.478, -1.631, -4.265], [0.592, -2.529, -5.164], [-0.011, -1.605, -6.094], [2.535, -1.763, -4.496], [1.340, -1.817, -3.199], [-0.245, -2.891, -4.563], [1.069, -3.315, -5.732], [5.165, -5.976, 1.908], [3.796, -5.740, 1.649], [2.860, -6.808, 1.565], [3.291, -4.637, 2.690], [2.209, -3.929, 2.086], [2.634, -3.800, 0.612], [3.593, -4.830, 0.348], [1.232, -4.416, 2.073], [2.133, -2.989, 2.621], [3.083, -2.834, 0.362], [1.831, -3.833, -0.127], [-4.148, -5.007, 4.178], [-2.588, -5.124, 3.429], [-1.427, -6.114, 4.360], [-1.849, -3.584, 3.025], [-2.695, -5.657, 2.493], [3.168, 3.150, 4.950], [2.520, 1.637, 4.297], [3.860, 0.603, 3.788], [1.500, 1.976, 2.884], [1.939, 1.151, 5.067], [0.858, 5.979, -2.231], [0.076, 5.027, -3.468], [-0.505, 3.495, -2.779], [1.155, 4.729, -4.835], [-0.805, 5.556, -3.806]], "mulliken_charge": [-1.487, 1.079, -0.400, -0.344, 0.576, -0.466, -0.358, 0.397, 0.429, 0.150, -0.079, 0.261, 0.300, -0.593, 0.920, -0.438, -0.206, -0.096, 0.573, -0.283, 0.295, 0.100, -0.286, 0.030, -0.539, 1.189, -0.558, -0.315, 0.075, -0.406, -0.351, 0.303, 0.000, 0.308, 0.299, -0.535, 1.065, -0.530, -0.370, -0.091, -0.173, -0.345, 0.245, 0.295, 0.179, 0.256, -0.123, 0.030, -0.137, -0.035, 0.258, -0.123, -0.053, -0.117, -0.060, 0.303, -0.122, 0.011, -0.079, -0.137, 0.303], "smiles": "C[C@H]1COC(=O)O1.O=S1(=O)OCCO1.O=S1(=O)OCCO1.O=S1(=O)OCCO1.ClC(Cl)Cl.ClC(Cl)Cl.ClC(Cl)Cl", "de_lowest_kj_mol": 20.3, "molar_mass_g_mol": 832.57, "energy_ev": -189738.397, "orbital_gap_ha": 0.40631}